(i)
# C6H5N

A single C6H5N molecule (ωB97M-V/def2-TZVPD, the OMol25 dataset).

Bonds (Å) are listed after each position.
Geometry (Å):
1 C -1.06875 0.77436 -2.67452  C2 1.250, H8 1.172
2 C -0.74804 0.39180 -1.52809  C1 1.250, C3 1.440
3 C -0.36145 0.19786 -0.15432  C2 1.440, C4 1.451, N7 1.463
4 C 0.97017 0.63987 0.21404  C3 1.451, C5 1.396, H9 1.182
5 C 1.47799 -0.10911 1.27676  C4 1.396, C6 1.328, H10 1.179
6 C 0.48320 -0.86921 1.72015  C5 1.328, N7 1.546, H11 1.135
7 N -0.78236 -0.79357 0.83517  C3 1.463, C6 1.546, H12 1.105
8 H -1.83433 1.07082 -3.51117  C1 1.172
9 H 1.60242 1.10247 -0.67133  C4 1.182
10 H 2.54259 0.02899 1.76325  C5 1.179
11 H 0.33104 -1.37849 2.72308  C6 1.135
12 H -1.68393 -1.42229 0.72575  N7 1.105

Calculated values
structure (SMILES): C#Cc1ccc[nH]1
LUMO level: 0.67 eV
gap between HOMO and LUMO: 8.72 eV

---

(ii)
# C6H5N

A single C6H5N molecule (ωB97M-V/def2-TZVPD, the OMol25 dataset).

Bonds (Å) are listed after each position.
Geometry (Å):
1 C -2.06625 -0.53432 -0.11307  C2 1.364, C3 1.417, H8 1.041
2 C -1.60075 0.74128 0.01543  C1 1.364, N7 1.401, H9 1.041
3 C -0.94654 -1.39103 0.02935  C1 1.417, C4 1.401
4 C 0.21610 -0.61093 -0.00649  C3 1.401, C6 1.516, N7 1.417
5 C 2.61907 0.16979 -0.02224  C6 1.295, H10 1.011
6 C 1.72378 -0.76269 0.05152  C4 1.516, C5 1.295, H11 1.075
7 N -0.20151 0.74247 -0.05539  C2 1.401, C4 1.417, H12 0.987
8 H -3.05208 -0.64160 0.20481  C1 1.041
9 H -2.26164 1.54356 -0.04806  C2 1.041
10 H 3.11064 1.02623 -0.24028  C5 1.011
11 H 2.01646 -1.77209 0.27702  C6 1.075
12 H 0.44271 1.48933 -0.09261  N7 0.987

Calculated values
LUMO level (alpha / beta): -0.03 / -0.77 eV
gap between HOMO and LUMO (alpha / beta): 8.17 / 7.49 eV

---

Energy ordering: (i) at the bottom, the next structure 48.3 kcal/mol above.

---

(i)
# C6H5N

A single C6H5N molecule (ωB97M-V/def2-TZVPD, the OMol25 dataset).

Bonds (Å) are listed after each position.
Geometry (Å):
1 C -0.22174 -0.71098 2.37163  C2 1.204, H8 1.068
2 C 0.34347 -0.14362 1.47235  C1 1.204, C3 1.446
3 C 1.03468 0.55485 0.41137  C2 1.446, N4 1.463, C5 1.499, H9 1.088
4 N 0.37953 1.64869 -0.30543  C3 1.463, C5 1.463, H10 1.018
5 C 0.59189 0.38482 -1.01012  C3 1.499, N4 1.463, C6 1.446, H11 1.088
6 C -0.52956 -0.47289 -1.32422  C5 1.446, C7 1.204
7 C -1.46618 -1.17359 -1.61071  C6 1.204, H12 1.068
8 H -0.72666 -1.22074 3.16251  C1 1.068
9 H 2.09515 0.72468 0.58575  C3 1.088
10 H -0.59295 1.71569 -0.01183  N4 1.018
11 H 1.35878 0.43666 -1.77953  C5 1.088
12 H -2.30143 -1.79408 -1.85088  C7 1.068

Calculated values
structure (SMILES): C#C[C@@H]1N[C@@H]1C#C
LUMO level: 1.09 eV
gap between HOMO and LUMO: 10.44 eV

---

(ii)
# C6H5N

A single C6H5N molecule (ωB97M-V/def2-TZVPD, the OMol25 dataset).

Bonds (Å) are listed after each position.
Geometry (Å):
1 C 0.73725 -1.19254 -0.01287  C2 1.521, H8 1.093, H9 1.053, H10 1.015
2 C -0.56663 -0.41157 0.04877  C1 1.521, C3 1.396, C7 1.440
3 C -0.77258 0.96772 -0.01857  C2 1.396, C4 1.448, H11 1.096
4 C -2.16124 1.37695 0.00100  C3 1.448, C5 1.353, H12 0.999
5 C -2.94216 0.27173 0.00422  C4 1.353, N6 1.290, C7 1.854
6 N -3.11844 -1.00586 -0.01002  C5 1.290, C7 1.344
7 C -1.78655 -1.17691 0.04691  C2 1.440, C5 1.854, N6 1.344
8 H 1.37921 -1.15377 0.87094  C1 1.093
9 H 0.44174 -2.17024 -0.26915  C1 1.053
10 H 1.26546 -0.64950 -0.68778  C1 1.015
11 H 0.12713 1.58963 -0.08284  C3 1.096
12 H -2.45365 2.32800 -0.09229  C4 0.999

Calculated values
structure (SMILES): Cc1ccc2nc1-2
LUMO level (alpha / beta): 0.30 / 0.27 eV
gap between HOMO and LUMO (alpha / beta): 8.19 / 8.11 eV

---

Energy ordering: (i) at the bottom, the next structure 15.4 kcal/mol above.

---

(i)
# C2H8NOS

A gas-phase ion, C2H8NOS (charge +1) (ωB97M-V/def2-TZVPD, the OMol25 dataset).

Bonds (Å) are listed after each position.
Geometry (Å):
1 C 1.41660 0.49654 0.42546  C2 1.534, H6 1.089, H7 1.088, H8 1.093
2 C 0.60331 -0.72334 -0.02417  C1 1.534, N3 1.488, H9 1.088, H10 1.088
3 N -0.33807 -0.45842 -1.14518  C2 1.488, S4 1.647, H11 1.021
4 S -1.87217 0.06164 -0.84643  N3 1.647, O5 1.578, H12 1.367
5 O -2.25625 -0.60531 0.53160  S4 1.578, H13 0.973
6 H 1.25301 0.73139 1.47579  C1 1.089
7 H 2.48212 0.31536 0.30244  C1 1.088
8 H 1.17609 1.38726 -0.16031  C1 1.093
9 H 1.24284 -1.52042 -0.39626  C2 1.088
10 H 0.03917 -1.16116 0.79649  C2 1.088
11 H 0.07414 0.16808 -1.83849  N3 1.021
12 H -1.72332 1.35612 -0.43348  S4 1.367
13 H -2.09747 -0.04774 1.31255  O5 0.973

Calculated values
LUMO level: -4.91 eV
gap between HOMO and LUMO: 10.49 eV
charge: +1

---

(ii)
# C2H8NOS

2 unconnected molecules or ions with the total composition C2H8NOS (ωB97M-V/def2-TZVPD, the OMol25 dataset).

Bonds (Å) are listed after each position.
Geometry (Å):
1 C -0.04938 -0.87144 0.76288  S5 1.681, H7 1.024, H8 1.047
2 C -1.24060 -1.89559 -1.47354  S5 1.795, H9 1.118, H10 1.109, H11 1.073
3 N 1.42788 1.66949 0.74988  O4 1.438, H12 1.053, H13 0.988
4 O 0.32752 2.58133 0.91072  N3 1.438, H6 0.994
5 S 0.09442 -2.16304 -0.30330  C1 1.681, C2 1.795
6 H 0.61882 3.51359 0.72371  O4 0.994
7 H 0.47371 -0.92268 1.64210  C1 1.024
8 H -0.80846 -0.16330 0.63053  C1 1.047
9 H -1.03159 -2.24964 -2.51299  C2 1.118
10 H -1.65410 -0.87062 -1.56599  C2 1.109
11 H -2.03739 -2.45240 -1.01801  C2 1.073
12 H 2.04600 1.90371 1.56971  N3 1.053
13 H 1.83317 1.92061 -0.11571  N3 0.988

Calculated values
LUMO level: -6.24 eV
gap between HOMO and LUMO: 7.84 eV
charge: +1

---

Energy ordering: (i) at the bottom, the next structure 31.7 kcal/mol above.

---

(i)
# C3H11NSi

A single C3H11NSi molecule (ωB97M-V/def2-TZVPD, the OMol25 dataset).

Bonds (Å) are listed after each position.
Geometry (Å):
1 C -1.29916 -0.32206 -0.94988  C2 1.547, H6 1.082, H7 1.118, H8 1.116
2 C -0.48228 -0.35886 0.36320  C1 1.547, C3 1.840, Si4 1.924, H9 1.067
3 C -1.03342 1.04509 1.41789  C2 1.840, H10 1.118, H11 1.167, H12 1.093
4 Si 1.42468 -0.55259 0.20067  C2 1.924, N5 1.732, H13 1.433, H14 1.435
5 N 1.96636 -0.20706 -1.40763  Si4 1.732, H15 1.042, H16 0.947
6 H -2.36654 -0.23322 -0.79499  C1 1.082
7 H -0.94673 0.70078 -1.23221  C1 1.118
8 H -1.08629 -1.07568 -1.74525  C1 1.116
9 H -0.66088 -1.23749 0.94107  C2 1.067
10 H -1.56408 0.59289 2.29179  C3 1.118
11 H -1.80810 1.80942 0.99746  C3 1.167
12 H -0.12426 1.52694 1.78793  C3 1.093
13 H 2.13991 0.27336 1.12837  Si4 1.433
14 H 1.45404 -1.92682 0.61323  Si4 1.435
15 H 2.99808 -0.09238 -1.50209  N5 1.042
16 H 1.38867 0.05769 -2.10955  N5 0.947

Calculated values
structure (SMILES): CC(C)[SiH2]N
LUMO level: 0.93 eV
gap between HOMO and LUMO: 10.42 eV

---

(ii)
# C3H11NSi

2 unconnected molecules or ions with the total composition C3H11NSi (ωB97M-V/def2-TZVPD, the OMol25 dataset).

Bonds (Å) are listed after each position.
Geometry (Å):
1 N 3.39763 0.67029 1.16010  Si2 1.731, H3 1.023, H4 1.029
2 Si 2.79292 -0.28993 -0.14659  N1 1.731, H5 1.454, H6 1.536, H7 1.453
3 H 3.89365 1.51068 0.85181  N1 1.023
4 H 4.16497 0.11269 1.55890  N1 1.029
5 H 3.94726 -0.55288 -0.99150  Si2 1.454
6 H 1.65125 0.55041 -0.73784  Si2 1.536
7 H 2.39800 -1.60761 0.32150  Si2 1.453
8 C -1.53175 -0.41699 -1.12369  C9 1.272, H11 1.099, H12 1.158
9 C -2.12186 0.45006 -0.40414  C8 1.272, C10 1.532, H13 1.097
10 C -3.30777 0.02990 0.46999  C9 1.532, H14 1.168, H15 1.129, H16 1.047
11 H -2.04966 -1.38346 -1.19906  C8 1.099
12 H -0.60958 -0.17237 -1.78065  C8 1.158
13 H -1.78719 1.47280 -0.18912  C9 1.097
14 H -3.08120 -0.97860 1.01453  C10 1.168
15 H -3.57877 0.77748 1.27142  C10 1.129
16 H -4.17793 -0.17246 -0.07566  C10 1.047

Calculated values
structure (SMILES): N[SiH3].C=CC
LUMO level: 0.95 eV
gap between HOMO and LUMO: 10.80 eV

---

Energy ordering: (i) at the bottom, the next structure 8.6 kcal/mol above.

---

(i)
# C5H15NP

A gas-phase ion, C5H15NP (charge +1) (ωB97M-V/def2-TZVPD, the OMol25 dataset).

Bonds (Å) are listed after each position.
Geometry (Å):
1 C 2.22730 1.32485 -0.81324  C2 1.558, H8 1.065, H9 1.071, H10 1.045
2 C 1.36994 0.61730 0.27787  C1 1.558, P3 1.899, C4 1.699, H11 1.019
3 P 1.74655 -1.18070 0.75961  C2 1.899, H12 1.429, H13 1.373
4 C -0.19916 0.47371 -0.35885  C2 1.699, N5 1.524, H14 1.133, H15 1.072
5 N -1.07393 -0.71197 0.03127  C4 1.524, C6 1.539, C7 1.527, H16 1.011
6 C -1.71590 -0.41497 1.39805  N5 1.539, H17 1.077, H18 1.125, H19 1.092
7 C -2.08679 -0.78845 -1.10828  N5 1.527, H20 1.134, H21 1.115, H22 1.039
8 H 2.51927 0.69337 -1.61992  C1 1.065
9 H 3.13538 1.56708 -0.30034  C1 1.071
10 H 1.80697 2.18896 -1.22516  C1 1.045
11 H 1.30785 1.31831 1.01541  C2 1.019
12 H 2.10001 -0.73333 2.06946  P3 1.429
13 H 2.97079 -0.95776 0.17933  P3 1.373
14 H -0.19817 0.30953 -1.47975  C4 1.133
15 H -0.65910 1.38745 -0.03987  C4 1.072
16 H -0.46167 -1.51279 0.11300  N5 1.011
17 H -2.60234 -1.00276 1.56757  C6 1.077
18 H -1.00127 -0.68229 2.22538  C6 1.125
19 H -2.09043 0.60288 1.52341  C6 1.092
20 H -1.83704 -1.56540 -1.89635  C7 1.134
21 H -3.10214 -1.06866 -0.74154  C7 1.115
22 H -2.15611 0.13564 -1.57710  C7 1.039

Calculated values
structure (SMILES): C[C@H](P)C[NH+](C)C
LUMO level: -2.69 eV
gap between HOMO and LUMO: 11.46 eV
charge: +1

---

(ii)
# C5H15NP

2 unconnected molecules or ions with the total composition C5H15NP (ωB97M-V/def2-TZVPD, the OMol25 dataset).

Bonds (Å) are listed after each position.
Geometry (Å):
1 C 1.98340 -1.77162 -0.48758  C5 1.561, H8 1.118, H9 1.180, H10 1.199
2 C -2.72388 -0.71242 0.54892  N6 1.410, H11 1.098, H12 1.070, H13 1.106
3 C -2.59222 1.24649 -0.74842  N6 1.424, H14 1.155, H15 1.144, H16 1.089
4 C -0.76259 0.67238 0.71793  N6 1.315, H17 1.048, H18 1.071
5 C 1.93452 -0.21138 -0.48990  C1 1.561, P7 1.731, H19 1.117
6 N -1.93548 0.40000 0.18911  C2 1.410, C3 1.424, C4 1.315
7 P 3.14879 0.65797 0.38443  C5 1.731, H20 1.470, H21 1.415, H22 1.327
8 H 0.90962 -2.04588 -0.63517  C1 1.118
9 H 2.59834 -2.04031 0.48302  C1 1.180
10 H 2.68294 -2.12184 -1.39567  C1 1.199
11 H -3.57625 -0.71119 -0.14282  C2 1.098
12 H -2.07645 -1.54746 0.38060  C2 1.070
13 H -3.05912 -0.69928 1.60283  C2 1.106
14 H -3.16304 0.70048 -1.59041  C3 1.155
15 H -3.40277 1.82445 -0.18434  C3 1.144
16 H -1.92945 1.97179 -1.21900  C3 1.089
17 H -0.21817 1.51907 0.42751  C4 1.048
18 H -0.44214 -0.09928 1.38756  C4 1.071
19 H 1.76015 0.25472 -1.49024  C5 1.117
20 H 3.08339 0.37125 1.82429  P7 1.470
21 H 3.39346 2.05122 0.36005  P7 1.415
22 H 4.38696 0.29084 0.07730  P7 1.327

Calculated values
LUMO level: -4.25 eV
gap between HOMO and LUMO: 6.40 eV
charge: +1

---

(iii)
# C5H15NP

A gas-phase ion, C5H15NP (charge +1) (ωB97M-V/def2-TZVPD, the OMol25 dataset).

Bonds (Å) are listed after each position.
Geometry (Å):
1 C -0.35198 0.61791 -2.00962  C2 1.508, H8 1.108, H9 0.992, H10 1.079
2 C -1.26645 -0.16775 -1.10448  C1 1.508, P3 1.851, C4 1.773, H11 1.136
3 P -2.53237 0.90625 -0.28580  C2 1.851, H12 1.380, H13 1.504
4 C -0.12045 -1.02586 -0.05859  C2 1.773, N5 1.483, H14 1.069, H15 1.179
5 N 0.82218 -0.18782 0.72187  C4 1.483, C6 1.465, C7 1.521, H16 1.030
6 C 0.18702 0.54524 1.81945  N5 1.465, H17 1.147, H18 0.999, H19 1.107
7 C 1.93605 -1.08272 1.24434  N5 1.521, H20 1.118, H21 1.068, H22 1.048
8 H 0.47683 1.20368 -1.56616  C1 1.108
9 H -0.90437 1.29929 -2.47375  C1 0.992
10 H 0.09972 -0.14960 -2.61856  C1 1.079
11 H -1.61747 -1.15087 -1.55251  C2 1.136
12 H -3.42866 0.85676 -1.33390  P3 1.380
13 H -1.82853 2.22898 -0.41921  P3 1.504
14 H 0.45630 -1.70458 -0.64934  C4 1.069
15 H -0.72864 -1.74933 0.64550  C4 1.179
16 H 1.14581 0.37375 -0.07816  N5 1.030
17 H 1.07252 0.95137 2.42513  C6 1.147
18 H -0.45674 1.18530 1.40178  C6 0.999
19 H -0.30949 -0.30845 2.31896  C6 1.107
20 H 2.17332 -1.79016 0.41244  C7 1.118
21 H 2.72807 -0.68157 1.83812  C7 1.068
22 H 1.55050 -1.73908 1.96491  C7 1.048

Calculated values
structure (SMILES): C[C@H](P)C[NH+](C)C
LUMO level: -2.83 eV
gap between HOMO and LUMO: 9.98 eV
charge: +1

---

Energy ordering: (i) at the bottom, the next structure 18.9 kcal/mol above.

---

(i)
# C2H2Cl2O2S

A single C2H2Cl2O2S molecule (ωB97M-V/def2-TZVPD, the OMol25 dataset).

Bonds (Å) are listed after each position.
Geometry (Å):
1 O -1.31844 1.17987 2.09431  S2 1.418
2 S -0.27278 0.53040 1.38942  O1 1.418, O3 1.387, C4 1.642
3 O 0.96998 0.37459 1.98559  S2 1.387
4 C -0.43690 0.47452 -0.24316  S2 1.642, C5 1.509, H8 1.135
5 C 0.46959 -0.54983 -0.88126  C4 1.509, Cl6 1.737, Cl7 1.744, H9 1.065
6 Cl -0.08969 -2.18913 -1.01299  C5 1.737
7 Cl 0.80205 0.10563 -2.46287  C5 1.744
8 H -1.48950 0.77303 -0.54328  C4 1.135
9 H 1.36570 -0.69909 -0.32575  C5 1.065

Calculated values
structure (SMILES): O=S(=O)=CC(Cl)Cl
LUMO level: -0.96 eV
gap between HOMO and LUMO: 9.30 eV

---

(ii)
# C2H2Cl2O2S

2 unconnected molecules or ions with the total composition C2H2Cl2O2S (ωB97M-V/def2-TZVPD, the OMol25 dataset).

Bonds (Å) are listed after each position.
Geometry (Å):
1 C 2.09185 0.28217 0.18104  O4 1.243, H8 1.072, H9 1.047
2 C -1.18258 -1.25360 -0.52095  O3 1.489, S5 1.903, Cl6 1.726
3 O -2.09706 -0.36221 -1.28739  C2 1.489, S5 1.562
4 O 1.12956 0.70791 0.84277  C1 1.243
5 S -1.06971 0.63988 -0.66991  C2 1.903, O3 1.562, Cl7 2.030
6 Cl -1.97133 -1.94794 0.84784  C2 1.726
7 Cl -2.01565 1.43857 0.93907  S5 2.030
8 H 3.07697 0.60486 0.45603  C1 1.072
9 H 2.03796 -0.10964 -0.78851  C1 1.047

Calculated values
LUMO level: -0.24 eV
gap between HOMO and LUMO: 8.33 eV

---

Energy ordering: (i) at the bottom, the next structure 59.2 kcal/mol above.